DFT (ωB97M-V/def2-TZVPD) results for 2 unconnected molecules or ions with the total composition C14H16 in a non-equilibrium geometry.

Lowest unoccupied orbital energy in eV: 0.9468
Orbital gap in eV: 9.77
Highest occupied orbital energy in eV: -8.83
ΔE to the lowest compared entry with this formula, charge and spin in kJ/mol: 283.72
SMILES: Cc1ccccc1.Cc1ccccc1

Geometry as ORCA input:
```
! RIJCOSX wB97M-V def2-TZVPD def2/J DEFGRID3
* xyz 0 1
C 2.72 3.28 -0.77
C 1.79 1.31 0.54
C 2.83 2.03 -0.03
C 1.95 0.07 1.19
C 4.10 1.46 0.21
C 3.25 -0.42 1.34
C 4.29 0.17 0.66
H 0.85 1.57 0.52
H 1.24 -0.42 1.97
H 2.98 3.09 -1.81
H 3.18 4.10 -0.26
H 4.98 2.11 -0.19
H 3.33 -1.37 1.70
H 5.28 -0.23 0.77
H 1.71 3.60 -0.85
C -4.48 -2.28 -1.99
C -1.39 -0.61 -0.51
C -2.27 -1.39 -1.31
C -1.81 -0.22 0.70
C -3.60 -1.62 -0.96
C -3.07 -0.67 1.18
C -3.98 -1.27 0.35
H -0.44 -0.29 -0.85
H -1.77 -1.77 -2.16
H -1.08 0.35 1.20
H -3.36 -0.56 2.31
H -4.06 -2.70 -2.84
H -5.44 -1.83 -2.05
H -5.04 -1.36 0.70
H -4.43 -3.32 -1.72
*
```

Mulliken charges in e: -1.537 -0.300 0.548 -0.247 -0.348 -0.595 -0.536 0.689 0.197 0.329 0.381 0.241 0.434 0.354 0.405 -1.394 -0.430 -0.359 -0.184 0.451 -0.504 -0.166 0.406 0.325 0.319 0.219 0.397 0.323 0.291 0.295

=====

DFT (ωB97M-V/def2-TZVPD) results for a molecular structure, C4H7F6N11O2PdSb.

Lowest unoccupied orbital energy (alpha / beta) in eV: -1.8808 / -4.3371
Orbital gap (alpha / beta) in eV: 8.50 / 6.56
Highest occupied orbital energy (alpha / beta) in eV: -10.38 / -10.90
ΔE to the lowest compared entry with this formula, charge and spin in kJ/mol: 0.00

Geometry as ORCA input:
```
! RIJCOSX wB97M-V def2-TZVPD def2/J DEFGRID3
* xyz 0 2
Pd 0.04 -0.84 -0.07
C -0.46 2.74 4.07
O -0.32 1.43 3.52
C -0.24 1.27 2.21
O -0.13 0.10 1.82
N -0.30 2.36 1.42
N -0.20 2.14 0.05
H -0.50 2.60 5.15
H -1.38 3.21 3.73
H 0.41 3.36 3.83
H -0.38 3.29 1.80
H 0.62 2.58 -0.35
H -1.02 2.47 -0.45
N 0.36 -4.19 -0.56
C 0.25 -3.72 0.72
N 0.25 -4.52 1.76
N 0.12 -3.69 2.80
N 0.04 -2.46 2.40
N 0.12 -2.44 1.06
C 0.34 -3.42 -1.64
N 0.44 -3.89 -2.89
N 0.37 -2.84 -3.64
N 0.22 -1.73 -2.90
N 0.20 -2.07 -1.63
H 0.46 -5.19 -0.69
F 0.06 0.54 -1.79
Sb 0.11 1.95 -3.16
F -1.13 0.97 -4.16
F -1.33 2.71 -2.17
F 0.15 3.37 -4.36
F 1.28 2.82 -1.94
F 1.58 1.09 -3.94
*
```

Mulliken charges in e: 1.643 -0.799 -0.361 0.566 -0.534 -0.170 -0.368 0.245 0.354 0.353 0.220 0.347 0.317 0.001 0.345 -0.317 -0.557 -0.381 0.186 0.409 -0.278 -0.509 -0.177 0.241 0.249 -0.462 2.276 -0.539 -0.613 -0.524 -0.622 -0.542

=====

DFT (ωB97M-V/def2-TZVPD) results for 2 unconnected molecules or ions with the total composition C4H15N2O in a non-equilibrium geometry.

Lowest unoccupied orbital energy in eV: -2.7325
Orbital gap in eV: 12.25
Highest occupied orbital energy in eV: -14.98
ΔE to the lowest compared entry with this formula, charge and spin in kJ/mol: 184.11

Geometry as ORCA input:
```
! RIJCOSX wB97M-V def2-TZVPD def2/J DEFGRID3
* xyz 1 1
N 1.44 -0.24 -0.71
C 0.33 -0.87 -1.58
C -0.43 -1.79 -0.63
N -0.49 -1.06 0.72
C -1.52 0.04 0.81
C -1.44 0.67 2.17
H 2.42 -0.49 -1.01
H 0.50 -0.58 0.46
H 1.41 0.74 -0.86
H -0.27 -0.10 -1.99
H 0.86 -1.41 -2.41
H 0.13 -2.68 -0.46
H -1.35 -2.34 -0.83
H -0.68 -1.64 1.53
H -2.54 -0.33 0.54
H -1.19 0.80 0.09
H -1.85 1.82 2.10
H -2.03 0.25 2.96
H -0.42 0.67 2.47
H 2.14 2.34 -1.69
H 2.62 3.55 -0.89
O 2.36 2.65 -0.80
*
```

Mulliken charges in e: -0.525 -0.558 -0.650 -0.229 -0.268 -1.231 0.280 0.565 0.109 0.296 0.414 0.378 0.429 0.314 0.361 0.263 0.312 0.371 0.385 0.315 0.326 -0.657

=====

DFT (ωB97M-V/def2-TZVPD) results for 5 unconnected molecules or ions with the total composition C36H42F2N8O7S2 in a non-equilibrium geometry.

Lowest unoccupied orbital energy in eV: -9.9017
Orbital gap in eV: 1.16
Highest occupied orbital energy in eV: -11.07
ΔE to the lowest compared entry with this formula, charge and spin in kJ/mol: 612.16

Geometry as ORCA input:
```
! RIJCOSX wB97M-V def2-TZVPD def2/J DEFGRID3
* xyz 4 1
C -8.46 -16.27 10.24
N -9.63 -16.84 10.92
C -10.65 -16.04 11.16
C -11.79 -16.56 11.83
C -11.90 -17.91 12.11
C -10.87 -18.74 11.80
C -9.75 -18.18 11.20
C -13.22 -18.40 12.73
C -14.48 -18.16 12.11
C -15.69 -18.36 12.78
N -15.67 -18.72 14.07
C -14.52 -19.10 14.69
C -13.28 -18.84 14.05
C -16.94 -18.80 14.87
H -7.85 -15.85 11.04
H -8.72 -15.38 9.66
H -7.94 -17.00 9.62
H -10.37 -15.00 11.07
H -12.66 -15.97 12.13
H -10.88 -19.80 12.00
H -8.87 -18.74 10.93
H -14.41 -17.77 11.10
H -16.68 -18.13 12.40
H -14.54 -19.29 15.75
H -12.37 -18.99 14.61
H -16.69 -18.57 15.91
H -17.22 -19.85 14.86
H -17.68 -18.14 14.42
C -18.39 -25.88 11.44
N -18.75 -24.99 10.27
C -20.02 -24.93 9.73
C -20.28 -24.03 8.69
C -19.29 -23.30 8.03
C -17.98 -23.51 8.48
C -17.71 -24.43 9.47
C -19.53 -22.44 6.81
C -20.73 -21.72 6.69
C -20.88 -20.82 5.65
N -19.91 -20.68 4.75
C -18.70 -21.30 4.86
C -18.49 -22.14 5.91
C -20.15 -19.85 3.55
H -19.07 -26.72 11.46
H -18.31 -25.26 12.34
H -17.35 -26.19 11.30
H -20.68 -25.65 10.19
H -21.29 -23.91 8.33
H -17.15 -23.07 7.93
H -16.69 -24.69 9.72
H -21.50 -21.84 7.43
H -21.81 -20.37 5.32
H -17.93 -20.92 4.20
H -17.44 -22.40 6.01
H -21.06 -19.27 3.71
H -20.42 -20.47 2.69
H -19.27 -19.23 3.37
C 1.50 -16.62 -5.87
N 0.45 -16.23 -4.94
C 0.42 -16.79 -3.72
C -0.66 -16.40 -2.88
C -1.74 -15.58 -3.29
C -1.59 -15.09 -4.60
C -0.52 -15.40 -5.43
C -2.95 -15.28 -2.51
C -3.35 -13.97 -2.42
C -4.59 -13.70 -1.90
N -5.29 -14.71 -1.28
C -4.80 -15.99 -1.17
C -3.65 -16.31 -1.85
C -6.55 -14.40 -0.59
H 1.27 -17.63 -6.20
H 2.36 -16.68 -5.20
H 1.73 -15.91 -6.66
H 1.16 -17.51 -3.43
H -0.71 -16.87 -1.91
H -2.44 -14.68 -5.12
H -0.32 -15.00 -6.41
H -2.74 -13.19 -2.85
H -5.09 -12.75 -1.91
H -5.37 -16.71 -0.61
H -3.28 -17.33 -1.79
H -7.03 -15.33 -0.30
H -7.20 -13.75 -1.20
H -6.29 -13.91 0.34
N -13.39 -18.32 -4.96
S -13.55 -19.69 -5.92
O -14.81 -20.36 -5.87
O -12.31 -20.46 -6.08
F -13.71 -18.81 -7.30
S -13.57 -19.01 -3.66
O -12.40 -19.77 -3.16
O -14.92 -19.50 -3.43
F -13.54 -17.68 -2.64
N -11.92 -19.12 5.09
O -12.46 -19.60 6.06
O -10.88 -18.51 5.16
O -12.51 -19.23 4.04
*
```

Mulliken charges in e: -0.931 0.008 -0.322 -0.533 0.684 -0.488 -0.256 0.403 -0.670 -0.118 0.032 -0.253 -0.584 -0.802 0.411 0.376 0.330 0.452 0.553 0.497 0.442 0.553 0.419 0.348 0.474 0.304 0.372 0.299 -0.781 0.091 -0.293 -0.661 1.169 -0.728 -0.332 1.342 -0.705 -0.257 0.024 -0.411 -0.704 -0.851 0.343 0.311 0.341 0.440 0.388 0.353 0.393 0.373 0.384 0.445 0.275 0.329 0.365 0.358 -0.933 0.001 -0.051 -0.718 0.692 -0.692 -0.269 0.651 -0.559 -0.298 0.043 -0.113 -0.710 -0.859 0.366 0.346 0.355 0.467 0.469 0.454 0.409 0.549 0.467 0.401 0.511 0.279 0.352 0.388 -0.263 1.110 -0.522 -0.566 -0.287 1.064 -0.604 -0.584 -0.348 1.047 -0.733 -0.681 -0.631

=====

DFT (ωB97M-V/def2-TZVPD) results for a molecular structure, C33H38N5NaO in a non-equilibrium geometry.

Lowest unoccupied orbital energy (alpha / beta) in eV: -0.5692 / -0.5711
Orbital gap (alpha / beta) in eV: 5.65 / 5.65
Highest occupied orbital energy (alpha / beta) in eV: -6.22 / -6.22
ΔE to the lowest compared entry with this formula, charge and spin in kJ/mol: 27.73

Geometry as ORCA input:
```
! RIJCOSX wB97M-V def2-TZVPD def2/J DEFGRID3
* xyz 0 1
Na 9.25 11.41 10.82
C 12.67 8.12 14.41
C 11.58 7.84 13.55
C 10.66 8.84 13.21
C 10.75 10.14 13.74
C 11.84 10.41 14.60
C 12.78 9.45 14.91
N 9.81 11.07 13.39
C 9.35 12.02 14.22
C 9.25 11.89 15.64
C 8.55 12.79 16.42
C 8.08 14.01 15.86
C 8.25 14.24 14.52
C 8.82 13.26 13.68
N 8.71 13.42 12.34
N 8.50 14.64 11.93
C 8.46 14.81 10.62
C 8.37 16.14 10.05
C 8.27 16.24 8.68
C 8.09 15.08 7.87
C 8.16 13.86 8.54
N 8.43 13.70 9.84
H 13.42 7.38 14.69
H 11.46 6.86 13.09
H 9.84 8.58 12.55
H 11.94 11.39 15.04
H 13.61 9.74 15.53
H 9.71 11.01 16.09
H 8.38 12.55 17.46
H 7.67 14.77 16.51
H 7.88 15.12 14.01
H 8.44 16.96 10.73
H 8.32 17.23 8.22
H 7.94 15.10 6.81
H 8.05 12.91 8.00
C 8.28 6.21 10.95
C 7.49 7.51 10.82
C 5.99 7.22 10.70
C 7.97 8.36 9.67
C 7.10 9.19 8.94
C 7.57 9.96 7.85
C 8.93 9.93 7.53
C 9.48 10.82 6.46
C 9.77 9.09 8.25
C 9.31 8.33 9.30
H 7.88 5.60 11.78
H 9.36 6.35 11.16
H 8.19 5.61 10.02
H 7.68 8.10 11.76
H 5.71 6.82 9.71
H 5.39 8.13 10.89
H 5.69 6.45 11.42
H 6.06 9.24 9.22
H 6.88 10.57 7.30
H 9.95 11.72 6.89
H 8.68 11.15 5.76
H 10.28 10.33 5.86
H 10.82 9.03 7.99
H 10.03 7.74 9.84
O 11.49 10.89 9.97
C 12.70 10.59 9.96
C 13.76 11.38 9.20
C 14.64 12.28 10.07
C 14.96 11.73 11.45
C 15.49 10.29 11.51
C 14.56 9.19 10.94
N 13.18 9.54 10.72
H 13.22 11.97 8.45
H 14.38 10.69 8.57
H 14.11 13.23 10.20
H 15.59 12.57 9.55
H 14.12 11.85 12.14
H 15.73 12.41 11.86
H 15.70 9.99 12.55
H 16.46 10.20 10.99
H 14.52 8.33 11.64
H 14.97 8.73 10.02
H 12.45 9.17 11.32
*
```

Mulliken charges in e: 0.790 -0.694 -0.284 -0.590 0.008 0.075 -0.686 -0.056 -0.088 -0.404 -0.593 -0.733 -0.436 0.134 0.668 -0.781 0.120 -0.507 -0.264 -0.885 -0.071 -0.040 0.412 0.333 0.286 0.523 0.403 0.400 0.398 0.343 0.477 0.440 0.377 0.419 0.356 -1.343 1.319 -1.696 0.893 -0.639 -0.907 0.972 -1.627 -0.863 -0.230 0.417 0.170 0.382 -0.071 0.373 0.380 0.426 0.299 0.425 0.246 0.360 0.430 0.327 0.059 -0.336 0.534 -1.025 -0.637 -0.570 -0.464 -0.806 0.216 0.320 0.393 0.311 0.322 0.156 0.387 0.344 0.299 0.419 0.257 -0.070